Density functional theory data (ωB97M-V/def2-TZVPD) for a structure of composition C9H8O3.

The value obtained for the strongest force on any atom is 3.8 eV/Å. The value obtained for the total energy is -15602.083 eV. The relative energy (zero: lowest compared OMol25 entry of this formula, charge and spin) comes out at 263.7 kJ/mol. The highest occupied orbital energy comes out at -9.62 eV.

CARTESIAN COORDINATES (ANGSTROEM)
C  -2.568  -0.063  1.470
C  -2.495  -0.580  0.164
C  -1.514  0.553  2.052
C  -1.295  -0.487  -0.493
C  -0.394  0.722  1.329
C  -0.262  0.146  0.089
C  1.011  0.881  -1.870
C  2.844  -0.778  -0.427
C  1.109  0.153  -0.613
O  1.742  1.726  -2.289
O  2.260  0.336  0.182
O  1.608  -1.186  -1.044
H  -3.460  -0.216  2.058
H  -3.202  -1.108  -0.317
H  -1.843  1.017  2.948
H  -1.186  -0.910  -1.438
H  0.609  1.071  1.632
H  0.133  0.720  -2.401
H  3.508  -0.412  -1.217
H  3.395  -1.585  0.183

Results of the natural (NBO) charge analysis, in e, for atoms 1 through 4: C -0.178; C -0.197; C -0.229; C -0.186